{
  "formula": "C48H54F4N4P3RhSi",
  "method": "ωB97M-V/def2-TZVPD",
  "total_charge": 2,
  "lumo_energy_ev": [-7.5603, -7.5634],
  "multiplicity": 1,
  "symbols": ["Rh", "C", "C", "C", "P", "C", "C", "C", "C", "C", "C", "C", "C", "C", "Si", "C", "C", "C", "C", "C", "C", "P", "C", "C", "C", "C", "C", "C", "C", "C", "C", "C", "C", "C", "P", "C", "C", "C", "C", "C", "C", "H", "H", "H", "H", "H", "H", "H", "H", "H", "H", "H", "H", "H", "H", "H", "H", "H", "H", "H", "H", "H", "H", "H", "H", "H", "H", "H", "H", "H", "H", "H", "H", "H", "H", "H", "H", "H", "H", "H", "H", "H", "H", "H", "H", "H", "H", "H", "H", "H", "H", "H", "H", "H", "H", "F", "C", "C", "F", "C", "C", "C", "F", "C", "C", "C", "N", "C", "N", "F", "C", "C", "N", "C", "N"],
  "positions_angstrom": [[0.4185, 0.2637, 0.0635], [3.3224, -1.2460, 3.6266], [1.7993, -1.0442, 3.5497], [1.2483, -0.9744, 4.9786], [1.2743, 0.3537, 2.4199], [0.0065, 1.3870, 3.2782], [-1.2940, 0.6686, 3.6754], [-0.2494, 2.5850, 2.3576], [2.6928, 1.4991, 2.4696], [3.2487, 1.8955, 3.6896], [4.3441, 2.7373, 3.7119], [4.8988, 3.1945, 2.5195], [4.3292, 2.8314, 1.3136], [3.2129, 1.9855, 1.2750], [2.2711, 1.6285, -0.2709], [1.4095, 3.1616, -0.8609], [1.8265, 4.4570, -0.5429], [1.1816, 5.5600, -1.0785], [0.1112, 5.3814, -1.9447], [-0.3276, 4.1056, -2.2560], [0.3080, 2.9913, -1.7083], [-0.2660, 1.2879, -2.0000], [-2.1160, 1.3649, -2.0362], [-2.6403, 2.2946, -0.9333], [-2.7992, 1.7309, -3.3558], [0.3551, 0.7961, -3.6720], [0.4706, 1.9478, -4.6736], [-0.4167, -0.3808, -4.2983], [3.3119, 0.8927, -1.6181], [4.2679, 1.5924, -2.3583], [4.8874, 1.0006, -3.4468], [4.5510, -0.2993, -3.8144], [3.6069, -1.0083, -3.0892], [2.9950, -0.4128, -1.9856], [1.7200, -1.2240, -0.9694], [0.7381, -2.2865, -2.1022], [-0.6998, -2.5155, -1.6178], [1.3684, -3.6284, -2.4978], [2.6098, -2.2614, 0.2542], [1.6982, -3.3309, 0.8696], [3.9157, -2.8854, -0.2402], [3.5252, -2.2867, 3.8832], [3.7479, -0.6316, 4.4180], [3.8736, -1.0054, 2.7186], [1.3617, -1.9254, 3.0898], [1.4880, -0.0347, 5.4767], [1.7146, -1.7711, 5.5603], [0.1772, -1.1315, 5.0267], [0.4889, 1.7568, 4.1856], [-1.4698, -0.2483, 3.1117], [-2.1416, 1.3361, 3.5271], [-1.2913, 0.4014, 4.7275], [-0.5597, 2.2686, 1.3520], [0.6357, 3.2118, 2.2391], [-1.0577, 3.2015, 2.7487], [2.8372, 1.5462, 4.6275], [4.7740, 3.0363, 4.6582], [5.7640, 3.8424, 2.5395], [4.7617, 3.2093, 0.3948], [2.6582, 4.6078, 0.1329], [1.5084, 6.5581, -0.8210], [-0.3889, 6.2396, -2.3726], [-1.1622, 3.9925, -2.9321], [-2.4036, 0.3403, -1.7807], [-2.6869, 3.3236, -1.2870], [-2.0349, 2.3035, -0.0301], [-3.6556, 2.0041, -0.6616], [-3.8730, 1.8018, -3.1726], [-2.6548, 0.9899, -4.1328], [-2.4822, 2.6983, -3.7390], [1.3756, 0.4653, -3.4607], [-0.5074, 2.3149, -4.9847], [0.9789, 1.5800, -5.5664], [1.0520, 2.7823, -4.2873], [-1.1605, -0.0187, -5.0033], [-0.9326, -1.0145, -3.5766], [0.2659, -1.0094, -4.8724], [4.5078, 2.6191, -2.1102], [5.6171, 1.5529, -4.0226], [5.0199, -0.7588, -4.6736], [3.3552, -2.0106, -3.4041], [0.6931, -1.6668, -2.9990], [-0.7263, -3.2125, -0.7804], [-1.2852, -2.9533, -2.4272], [-1.1877, -1.5943, -1.3081], [1.3478, -4.3448, -1.6845], [2.3903, -3.5568, -2.8594], [0.7666, -4.0471, -3.3057], [2.8642, -1.5225, 1.0159], [1.5905, -4.1818, 0.2049], [0.6977, -2.9620, 1.1042], [2.1475, -3.7113, 1.7866], [3.7425, -3.6644, -0.9802], [4.4115, -3.3525, 0.6123], [4.6000, -2.1500, -0.6596], [-3.4123, -2.6724, 0.1886], [-4.6064, -2.5799, 0.7822], [-5.4572, -3.6167, 0.7032], [-5.0903, -4.6985, 0.0471], [-6.7916, -3.5919, 1.3153], [-7.1091, -2.3197, 1.9761], [-6.2471, -1.2895, 2.0463], [-6.5984, -0.1705, 2.6639], [-4.9162, -1.3317, 1.4670], [-4.0438, -0.2790, 1.5434], [-2.7087, -0.3167, 0.9908], [-1.6360, -0.3281, 0.5606], [-4.2876, 0.9688, 2.2132], [-4.3520, 1.9735, 2.7641], [-8.2978, -2.2002, 2.5290], [-7.6486, -4.6519, 1.2787], [-8.9652, -4.6450, 1.8649], [-10.0151, -4.7171, 2.3216], [-7.3421, -5.9094, 0.6416], [-7.1433, -6.9383, 0.1751]],
  "lowdin_charge": [0.3702, -0.1015, -0.4970, -0.0897, 1.0539, -0.5002, -0.0983, -0.0971, -0.3832, -0.0771, -0.0357, -0.0413, -0.0770, -0.2757, 0.5810, -0.2678, -0.0600, -0.0377, -0.0348, -0.0797, -0.3587, 1.0483, -0.5062, -0.1097, -0.0778, -0.4842, -0.0751, -0.1014, -0.2744, -0.0552, -0.0379, -0.0368, -0.0709, -0.3826, 0.9772, -0.4945, -0.1215, -0.0690, -0.5026, -0.0974, -0.0686, 0.0935, 0.0800, 0.0683, 0.0695, 0.0779, 0.0953, 0.0638, 0.1081, 0.0530, 0.0457, 0.0784, 0.0274, 0.0811, 0.0996, 0.1041, 0.1201, 0.1188, 0.1066, 0.1006, 0.1193, 0.1206, 0.0966, 0.0779, 0.0848, 0.0389, 0.0859, 0.0962, 0.0617, 0.0678, 0.0709, 0.0768, 0.0970, 0.0763, 0.0786, 0.0521, 0.0996, 0.1101, 0.1191, 0.1197, 0.0959, 0.0475, 0.0775, 0.0969, 0.0073, 0.0674, 0.0584, 0.0995, 0.0515, 0.0675, 0.0650, 0.0890, 0.0775, 0.0955, 0.0793, 0.1180, -0.1228, -0.1219, 0.1623, 0.0062, -0.1175, -0.1321, 0.1510, 0.0094, -0.1014, -0.1072, 0.1359, -0.1834, 0.2321, 0.1707, -0.0850, -0.1387, 0.2507, -0.1404, 0.2441]
}